This record from OMol25 describes a 2-piece molecular cluster, C5H13N overall at a distorted geometry. The level of theory is ωB97M-V/def2-TZVPD.

Properties
ΔE to the lowest compared entry with this formula, charge and spin   382.0 kJ/mol
Frontier orbital gap   8.64 eV
Molar mass   87.2 g/mol

Each line ends with the natural charge from an NBO analysis.
Atoms and positions in Å:
C1 0.10 0.66 1.03  -0.09
C2 0.49 -0.76 0.77  -0.41
C3 -0.01 -0.72 -1.29  -0.29
C4 1.30 1.55 1.32  -0.61
C5 -1.22 -1.61 -1.37  -0.64
N1 -0.63 1.17 -0.15  -0.87
H1 -0.61 0.74 1.87  0.19
H2 -0.36 1.90 -0.82  0.39
H3 -1.63 1.02 -0.05  0.37
H4 -0.13 -1.48 1.30  0.19
H5 1.54 -1.01 0.89  0.19
H6 0.94 -1.23 -1.45  0.17
H7 0.00 0.02 -2.09  0.18
H8 2.03 1.47 0.51  0.20
H9 1.79 1.22 2.24  0.21
H10 1.01 2.60 1.43  0.21
H11 -1.42 -1.90 -2.41  0.20
H12 -2.12 -1.13 -0.99  0.19
H13 -1.07 -2.52 -0.77  0.21